[1]
Molecular formula: C20H55ClN5O9
Method: DFT, ωB97M-V with the def2-TZVPD basis set

For the HOMO energy, the calculation gives -5.41 eV. As for the total charge: -1. For the energy above the lowest of the compared OMol25 structures with the same formula, charge and spin, the calculation gives 313.1 kJ/mol. The LUMO energy is 0.0873 Ha.

```
90
C20H55ClN5O9 (ωB97M-V with the def2-TZVPD basis set)
Cl -1.36691 -2.16181 -1.17182
O -0.72127 -2.66340 0.01798
O -0.40390 -2.00232 -2.22516
O -2.45833 -3.00901 -1.54330
O -2.05428 -0.94792 -0.86380
C -5.63577 6.23590 -3.83806
C -6.94400 6.41747 -2.99830
C -6.83711 5.85453 -1.59182
O -8.08889 5.80488 -0.88346
C -7.96955 5.27919 0.37012
N -7.23711 7.81800 -2.92059
H -4.79621 6.80525 -3.43919
H -5.77958 6.51969 -4.88059
H -5.29481 5.20332 -3.91305
H -7.78216 5.96458 -3.52792
H -6.22756 6.49346 -0.95286
H -6.46907 4.84406 -1.76952
H -7.61686 6.09713 0.99834
H -7.39980 4.35022 0.34747
H -8.97264 4.99224 0.68565
H -8.07097 7.94088 -2.36410
H -6.51952 8.21981 -2.33430
C -4.20220 -5.50059 9.10389
C -3.15998 -5.48370 7.96946
C -3.74793 -4.88937 6.69116
O -3.79750 -3.46188 6.79335
C -4.63526 -2.83823 5.91139
N -2.12229 -4.64668 8.47682
H -4.87394 -6.32826 8.87622
H -4.80243 -4.60297 9.25268
H -3.74048 -5.75718 10.05734
H -2.83406 -6.50604 7.77791
H -4.77847 -5.20494 6.52845
H -3.14469 -5.14646 5.82048
H -5.68508 -2.89255 6.19951
H -4.45668 -3.19505 4.89704
H -4.42029 -1.78058 5.75883
H -2.04109 -4.84294 9.46423
H -1.22172 -5.03119 8.22939
C 4.17393 -6.68687 -5.82803
C 5.08686 -5.53391 -6.28944
C 4.65216 -4.94892 -7.63546
O 4.81476 -5.86178 -8.67400
C 3.64489 -6.35056 -9.31261
N 5.10086 -4.44719 -5.30925
H 4.58482 -7.17299 -4.94318
H 4.06543 -7.39443 -6.65002
H 3.17616 -6.37395 -5.52042
H 6.09684 -5.92845 -6.40072
H 5.22184 -4.10274 -8.01957
H 3.65302 -4.51990 -7.55971
H 3.95130 -6.77882 -10.26697
H 2.94398 -5.52330 -9.42430
H 3.19761 -7.12597 -8.69069
H 4.14697 -4.19934 -5.08844
H 5.54751 -4.74120 -4.45242
C 7.57265 3.43340 -1.99490
C 6.69973 2.32393 -2.48183
C 5.35402 2.76854 -3.18665
O 4.49511 3.61508 -2.50515
C 3.26441 3.94250 -3.13348
N 7.43448 1.62678 -3.50119
H 8.44685 2.93242 -1.57908
H 7.03694 4.03668 -1.26199
H 7.94675 4.07587 -2.79201
H 6.52879 1.72315 -1.58855
H 4.80466 1.90118 -3.55268
H 5.60981 3.25745 -4.12665
H 3.46087 4.52979 -4.03047
H 2.66610 4.57786 -2.48045
H 2.66170 3.06826 -3.37954
H 6.86483 0.85184 -3.80952
H 7.47639 2.26664 -4.28152
C 2.68641 1.16452 3.68125
C 1.86473 1.31657 4.95185
C 0.67655 2.35283 4.81316
O -0.39051 2.15521 5.71426
C -1.33950 3.24747 5.54858
N 1.39120 0.00010 5.26245
H 3.18192 2.11616 3.48906
H 1.97515 0.98904 2.87415
H 3.43025 0.36938 3.73195
H 2.43548 1.56420 5.84685
H 0.35770 2.49871 3.78110
H 1.17984 3.30063 5.00416
H -2.24217 3.02994 6.11952
H -1.60610 3.31737 4.49400
H -0.94775 4.21487 5.86284
H 2.23692 -0.54936 5.20811
H 1.03725 -0.27619 4.35774
```

[2]
Molecular formula: C16H41N2O5P
Method: DFT, ωB97M-V with the def2-TZVPD basis set

For the HOMO energy, the calculation gives -8.76 eV. Its SMILES is CCOCCOCPC[C@@H](C)O.COC[C@@H](C)N.COC[C@@H](C)N. The LUMO energy is 0.0151 Ha.

```
65
C16H41N2O5P (ωB97M-V with the def2-TZVPD basis set)
C -0.36259 4.90941 -0.45539
C 0.69359 3.81416 -0.41747
O 0.28269 2.77932 -1.29825
C 1.26756 1.79833 -1.54827
C 1.44671 0.82842 -0.38535
O 2.71306 0.22157 -0.53290
C 2.94538 -0.86715 0.34387
P 3.82451 -0.31519 1.90051
C 3.09333 -1.49906 3.13260
C 1.59449 -1.29021 3.40017
C 1.26103 -1.46092 4.87348
O 1.20269 0.02749 2.99000
H -0.49653 5.36006 0.52699
H -0.11974 5.68630 -1.17870
H -1.30326 4.44851 -0.75607
H 1.67404 4.18817 -0.73961
H 0.81180 3.43193 0.60161
H 0.94002 1.25788 -2.43580
H 2.23703 2.25987 -1.77428
H 0.66246 0.05792 -0.41379
H 1.38138 1.35242 0.57404
H 3.55621 -1.58802 -0.19957
H 2.00617 -1.36486 0.61267
H 4.97791 -1.10821 1.68739
H 3.26478 -2.53212 2.82580
H 3.65777 -1.34734 4.05750
H 1.02774 -2.02289 2.81765
H 0.18199 -1.44265 5.03158
H 1.66081 -2.39736 5.26503
H 1.69293 -0.62405 5.42473
H 0.39661 -0.02913 2.46222
C -3.25981 2.45220 0.43555
C -4.40211 1.77645 1.18343
C -5.73193 1.78265 0.42120
O -6.38307 3.03769 0.38362
C -5.98550 3.90343 -0.66053
N -4.50938 2.35762 2.52225
H -3.35366 3.53849 0.46421
H -2.30593 2.20054 0.89855
H -3.22270 2.14010 -0.60968
H -4.13923 0.72069 1.31365
H -6.42550 1.11044 0.93272
H -5.58988 1.40416 -0.60028
H -5.76663 3.34360 -1.57582
H -5.10690 4.49694 -0.39627
H -6.81630 4.58090 -0.85344
H -5.17885 1.83285 3.07546
H -4.90220 3.29053 2.43643
C 1.09597 -3.78344 -4.02531
C 2.49640 -3.36853 -3.58913
C 3.14772 -4.32807 -2.58592
O 2.63589 -4.23785 -1.26798
C 1.48482 -5.01233 -1.00288
N 2.45626 -1.99036 -3.10131
H 0.36333 -3.58141 -3.24281
H 0.79660 -3.21300 -4.90353
H 1.05155 -4.84628 -4.27023
H 3.13956 -3.38146 -4.47559
H 4.20623 -4.07022 -2.50145
H 3.08249 -5.36506 -2.94210
H 1.51699 -5.96579 -1.54032
H 0.56226 -4.49160 -1.27268
H 1.46899 -5.21503 0.06766
H 3.39769 -1.65617 -2.91934
H 2.00429 -1.99528 -2.19055
```

[3]
Molecular formula: C11H27As4F12PRu
Method: DFT, ωB97M-V with the def2-TZVPD basis set

For the HOMO energy, the calculation gives -21.57 eV. As for the total charge: +4. The LUMO energy is -0.6204 Ha.

```
56
C11H27As4F12PRu (ωB97M-V with the def2-TZVPD basis set)
Ru 0.73652 -0.54331 2.11929
C -1.65881 -3.17539 1.38143
As -0.25227 -2.16766 0.54237
C 1.11372 -3.42118 0.01575
C -1.05940 -1.42870 -1.09336
C -0.60508 -0.05792 -1.61845
C 0.90267 -0.01535 -1.86429
C -1.09894 1.08298 -0.70802
As -0.88170 1.04910 1.25551
C -0.26583 2.80932 1.71724
C -2.60309 0.74368 2.07345
C -1.33012 0.09810 -3.01741
As -0.58296 1.30917 -4.33934
C -1.49284 2.92973 -4.71597
C 0.56525 0.62060 -5.68593
H -2.01685 -3.88375 0.63148
H -2.47356 -2.53266 1.70365
H -1.24452 -3.70931 2.23356
H 0.61440 -4.19520 -0.56978
H 1.54071 -3.86307 0.91456
H 1.89258 -2.93656 -0.56778
H -2.13809 -1.44223 -0.91222
H -0.85198 -2.20704 -1.83318
H 1.48711 -0.26900 -0.98130
H 1.22282 0.99931 -2.14472
H 1.19355 -0.71312 -2.65371
H -2.18099 1.20319 -0.81488
H -0.63410 2.03085 -0.99433
H -1.06715 3.50501 1.46012
H 0.64048 3.03344 1.15991
H -0.07098 2.84857 2.78535
H -3.36925 1.22095 1.46178
H -2.57837 1.21310 3.05656
H -2.81171 -0.31677 2.18680
H -2.37005 0.42747 -2.93014
H -1.29593 -0.85587 -3.55800
H -2.31039 3.08560 -4.01521
H -1.84966 2.80469 -5.75129
H -0.79316 3.77510 -4.71302
H 0.49789 -0.46908 -5.68162
H 1.60259 0.92678 -5.49369
H 0.23919 1.06488 -6.63265
F 1.82545 0.69621 1.10565
As 3.88485 -0.27762 1.44060
F 3.32658 0.16822 2.97874
F 5.09429 -1.33183 1.80211
F 2.49539 -1.53017 1.59391
F 3.64259 -0.54677 -0.20973
F 4.58389 1.20940 1.18058
F -0.09041 -1.71745 3.27462
P 0.48705 0.43642 5.76739
F 0.86711 1.88994 5.65273
F 1.52846 -0.59227 5.39134
F 0.54132 0.28056 7.27066
F 0.41865 0.65185 3.79578
F -0.96689 0.08507 5.54710
```